Formula: C13H6Br4Cl2FN2O6Ru
Source: the OMol25 dataset
Level of theory: wB97M-V/def2-TZVPD

Summary:
Frontier orbital gap (alpha / beta) in eV: 5.3 / 5.2
LUMO level (alpha / beta) in eV: -6.302 / -6.342
Spin multiplicity: 1
Total charge: +1

```
35
Properties=species:S:1:pos:R:3:forces:R:3:mulliken_charge:R:1
Ru -0.039 -1.607 -0.217 -0.2 -0.1 -0.2 0.35
Br 3.948 -2.732 5.296 0.0 0.0 -0.1 -0.05
C 3.304 -2.476 3.570 -0.2 0.0 0.2 0.37
C 4.262 -2.234 2.480 0.1 0.1 -0.2 0.31
Br 6.076 -2.171 2.881 0.0 0.0 0.0 -0.05
C 3.862 -2.056 1.192 0.1 -0.1 0.0 -0.42
Br 5.010 -1.766 -0.245 0.0 0.0 0.0 -0.03
C 2.460 -2.084 0.901 -0.1 0.0 0.2 1.09
O 1.966 -1.959 -0.233 0.0 0.0 -0.1 -0.75
C 1.486 -2.282 2.013 0.2 0.1 -0.1 0.76
O 0.288 -2.234 1.682 0.0 0.1 0.0 -0.55
C 1.965 -2.512 3.346 0.0 0.0 0.0 -0.47
Br 0.677 -2.808 4.657 0.0 0.0 0.0 -0.03
F -1.907 4.566 1.094 0.0 0.0 0.0 -0.29
C -1.941 3.904 -0.058 0.1 -0.1 -0.1 0.27
C -0.869 3.257 -0.520 -0.1 0.1 0.1 -0.01
N -0.900 2.575 -1.723 0.0 -0.1 -0.1 0.08
C 0.249 1.790 -2.143 -0.1 -0.1 -0.1 -1.36
C 0.204 0.453 -1.448 0.1 0.1 0.0 1.57
O -0.156 -0.610 -2.025 0.1 0.1 0.1 -0.61
O 0.462 0.375 -0.194 0.0 0.0 -0.1 -0.70
C -2.059 2.476 -2.488 0.1 0.1 0.1 0.43
O -2.118 1.813 -3.496 0.0 -0.1 0.0 -0.60
N -3.122 3.199 -1.993 0.0 0.0 0.0 -0.07
C -3.204 3.924 -0.802 0.1 0.0 0.1 0.31
O -4.213 4.478 -0.457 0.0 0.0 0.0 -0.56
H 0.067 3.244 0.020 0.0 0.0 0.0 0.40
H 1.165 2.316 -1.879 0.0 0.0 0.0 0.43
H 0.197 1.635 -3.217 0.0 0.0 0.0 0.41
H -3.962 3.165 -2.556 0.0 0.0 0.0 0.24
Cl -1.243 -3.611 -1.065 0.0 0.0 0.2 0.00
C -2.802 -2.797 -0.726 0.0 0.0 0.0 -0.17
Cl -2.424 -1.211 0.026 0.0 -0.2 -0.1 0.02
H -3.366 -3.387 -0.013 0.0 0.0 0.0 0.35
H -3.324 -2.631 -1.661 0.0 0.0 0.0 0.34
```
Positions in Å, forces in eV/Å.

---

Formula: C3H6N2O
Source: the OMol25 dataset
Level of theory: wB97M-V/def2-TZVPD

Summary:
Frontier orbital gap in eV: 8.4
LUMO level in eV: -0.730
Spin multiplicity: 1
Total charge: 0

```
12
Properties=species:S:1:pos:R:3:forces:R:3:mulliken_charge:R:1
N 0.404 0.163 1.364 -0.3 0.1 -0.2 -0.19
C -0.069 0.694 0.286 0.4 0.0 0.3 -0.15
C 0.040 0.077 -1.083 -0.3 -0.2 0.2 -0.43
O 1.032 0.862 -1.722 0.3 0.0 0.0 -0.51
C -1.928 -1.096 0.526 0.6 -1.0 0.3 -0.09
N -1.208 -1.997 0.770 -0.8 0.9 -0.3 -0.63
H 0.387 0.665 2.243 0.0 0.0 -0.2 0.25
H 0.344 -0.866 1.406 0.1 0.0 0.0 0.41
H -0.308 1.755 0.308 0.0 -0.1 0.0 0.31
H 0.272 -0.989 -1.025 0.0 0.2 0.0 0.38
H -0.903 0.194 -1.614 0.1 0.0 0.1 0.33
H 1.897 0.488 -1.511 -0.1 0.1 -0.1 0.32
```
Positions in Å, forces in eV/Å.

---

Formula: C11H17NO2
Source: the OMol25 dataset
Level of theory: wB97M-V/def2-TZVPD

Summary:
SMILES string: CNCCc1ccc(OC)c(OC)c1
Frontier orbital gap in eV: 8.7
LUMO level in eV: 0.865
Spin multiplicity: 1
Total charge: 0

```
31
Properties=species:S:1:pos:R:3:forces:R:3:mulliken_charge:R:1
C 5.287 0.291 0.032 0.0 0.0 0.0 -0.86
N 4.341 -0.685 -0.470 0.1 -0.2 -0.4 -0.38
H 4.683 -1.053 -1.353 -0.1 0.0 0.2 0.24
C 3.000 -0.160 -0.664 0.0 -0.1 0.2 -0.45
C 2.279 0.041 0.677 0.0 0.0 -0.4 -1.21
C 0.828 0.346 0.447 0.0 0.1 0.1 -0.09
C 0.383 1.649 0.292 0.0 -0.1 0.0 -0.52
C -0.952 1.898 0.047 -0.2 -0.2 0.0 -0.76
C -1.885 0.872 -0.059 0.1 0.1 0.0 0.40
C -1.441 -0.455 0.082 -0.2 -0.1 0.0 1.20
C -0.095 -0.685 0.335 0.0 0.0 0.0 -0.41
H 0.262 -1.697 0.450 0.0 -0.1 0.0 0.44
O -2.360 -1.472 -0.042 0.1 0.5 0.0 -0.43
C -1.928 -2.798 0.123 0.1 -0.2 0.0 -0.94
H -1.187 -3.080 -0.631 0.0 0.0 0.0 0.35
H -1.515 -2.968 1.123 0.0 0.0 0.0 0.36
H -2.820 -3.410 -0.005 0.1 0.0 0.0 0.25
O -3.157 1.302 -0.312 0.4 0.0 -0.1 -0.47
C -4.254 0.420 -0.266 -0.4 -0.2 0.0 -0.71
H -4.212 -0.324 -1.064 0.0 0.1 0.1 0.24
H -5.131 1.052 -0.405 0.0 -0.1 0.0 0.29
H -4.323 -0.089 0.698 0.0 0.0 -0.1 0.28
H -1.316 2.907 -0.069 -0.1 0.1 0.0 0.42
H 1.076 2.473 0.371 0.1 0.1 0.0 0.39
H 2.744 0.861 1.224 0.0 0.0 0.1 0.43
H 2.393 -0.874 1.261 0.0 0.0 0.1 0.34
H 2.996 0.795 -1.219 0.0 -0.1 0.0 0.26
H 2.439 -0.892 -1.252 0.0 0.1 0.0 0.43
H 5.018 0.558 1.053 0.1 0.1 0.0 0.28
H 5.322 1.212 -0.570 0.0 0.0 0.1 0.29
H 6.279 -0.156 0.047 0.1 0.1 0.1 0.35
```
Positions in Å, forces in eV/Å.

---

Formula: F12N6Na2O24S12
Source: the OMol25 dataset
Level of theory: wB97M-V/def2-TZVPD

Summary:
Frontier orbital gap in eV: 6.2
LUMO level in eV: 5.465
Spin multiplicity: 1
Total charge: -4

```
56
Properties=species:S:1:pos:R:3:forces:R:3:mulliken_charge:R:1
Na 6.067 -9.847 22.880 -1.2 0.1 -1.3 1.34
Na 7.988 -9.310 25.057 0.1 0.0 -0.2 1.07
N 7.861 -11.222 23.549 3.9 0.0 -0.9 -0.13
S 9.339 -11.601 22.816 1.7 3.5 -3.6 0.85
O 9.331 -11.420 21.399 -0.7 -0.9 1.1 -0.46
O 10.158 -12.638 23.358 -0.7 0.3 0.8 -0.59
F 10.070 -10.204 23.213 -0.2 -0.3 1.2 -0.35
S 7.436 -12.697 23.781 -6.0 -3.8 2.9 0.73
O 7.892 -13.339 24.988 0.6 0.7 -0.5 -0.66
O 7.202 -13.511 22.639 1.2 0.5 -0.1 -0.38
F 5.929 -12.270 24.228 0.7 0.0 -0.3 -0.21
N 5.749 -8.608 24.939 0.2 3.5 -0.4 -0.23
S 5.374 -6.887 24.838 0.5 2.2 -5.7 0.88
O 6.314 -5.897 25.306 -0.2 -1.6 1.3 -0.66
O 3.985 -6.558 24.763 0.8 -0.5 1.4 -0.51
F 5.741 -6.877 23.301 0.3 -0.4 0.4 -0.08
S 4.905 -8.811 26.210 -4.6 -5.3 3.6 0.83
O 3.467 -8.764 26.122 1.8 0.9 0.1 -0.42
O 5.533 -8.295 27.398 0.4 0.3 0.0 -0.71
F 5.048 -10.444 26.338 1.1 1.2 -0.1 -0.31
N 9.040 -7.248 19.847 4.9 -1.4 -0.2 -0.33
S 10.489 -7.693 20.556 3.3 0.4 -3.7 1.01
O 10.792 -9.085 20.474 -0.9 0.0 1.1 -0.50
O 11.137 -6.852 21.541 -1.5 -0.9 0.1 -0.59
F 11.361 -7.215 19.271 0.0 0.4 -0.5 -0.37
S 8.241 -7.000 21.087 -7.2 2.8 2.7 0.80
O 8.573 -5.838 21.899 -0.1 -1.6 -0.5 -0.59
O 7.719 -8.184 21.746 1.1 0.4 0.4 -0.08
F 6.949 -6.485 20.241 0.7 -0.3 0.8 -0.33
N 2.318 -7.474 21.520 2.0 -0.5 -2.6 -0.18
S 3.497 -8.131 20.506 0.1 -4.4 0.3 0.98
O 4.712 -8.409 21.214 -0.1 0.7 -0.1 -0.30
O 3.586 -7.800 19.099 -0.4 0.6 1.6 -0.63
F 2.851 -9.596 20.465 -0.2 0.7 -0.1 -0.30
S 2.637 -5.995 21.132 0.0 4.8 1.6 0.97
O 2.069 -5.455 19.918 -0.1 -0.5 0.4 -0.67
O 3.957 -5.483 21.476 -1.0 -0.9 -0.7 -0.55
F 1.749 -5.288 22.289 -0.2 -0.4 -0.3 -0.33
N 4.796 -13.414 19.204 4.0 -2.1 -2.6 -0.52
S 4.540 -13.076 20.649 -3.1 3.4 5.6 0.93
O 5.192 -11.845 21.093 -0.6 -1.3 -0.3 -0.17
O 4.448 -14.132 21.626 0.1 0.3 -1.0 -0.58
F 2.998 -12.636 20.412 0.7 -0.3 0.1 -0.33
S 6.424 -13.840 19.316 1.3 -0.9 -1.3 1.07
O 6.743 -15.028 20.067 -0.8 0.6 -0.3 -0.58
O 7.362 -12.756 19.419 -1.2 -0.6 -0.6 -0.47
F 6.596 -14.434 17.795 -0.4 0.8 0.3 -0.34
N 0.775 -10.910 23.345 3.4 -0.7 1.2 -0.30
S -0.057 -10.698 24.624 -3.6 2.6 0.9 1.02
O 0.498 -9.852 25.655 -0.4 -1.0 -0.3 -0.54
O -0.986 -11.750 24.977 0.8 0.1 0.2 -0.69
F -1.093 -9.651 23.907 -0.2 -0.2 0.1 -0.36
S 2.278 -11.266 23.995 1.3 -1.8 -1.9 0.80
O 2.314 -11.859 25.295 -0.5 0.5 0.5 -0.62
O 3.362 -10.388 23.639 -1.2 -0.4 -0.2 -0.03
F 2.470 -12.603 23.127 0.2 0.8 -0.3 -0.30
```
Positions in Å, forces in eV/Å.

---

Formula: C4H8ClNO
Source: the OMol25 dataset
Level of theory: wB97M-V/def2-TZVPD

Summary:
SMILES string: NC/C(=C/Cl)CO
Frontier orbital gap in eV: 10.2
LUMO level in eV: 0.749
Spin multiplicity: 1
Total charge: 0

```
15
Properties=species:S:1:pos:R:3:forces:R:3:mulliken_charge:R:1
C -0.876 0.084 0.882 0.1 -1.1 -0.8 -0.46
C 0.230 0.007 -0.182 0.9 1.0 0.4 0.50
C 0.217 -1.099 -1.141 -2.1 -2.2 0.8 -0.85
C 1.216 0.891 -0.247 -0.4 -0.5 -0.2 -0.34
H -0.206 1.667 1.908 0.5 1.5 -0.1 0.26
H 0.164 0.259 2.606 -0.2 0.3 -0.1 0.28
H -1.147 -0.988 1.093 0.0 1.1 0.0 0.35
H -1.732 0.537 0.358 0.0 -0.1 0.5 0.25
H 0.876 -1.012 -1.985 0.7 -0.2 0.2 0.44
H 0.336 -2.027 -0.522 0.4 0.4 -0.9 0.25
H -1.117 -0.392 -2.181 -1.0 -0.1 -0.4 0.32
H 1.269 1.706 0.429 0.5 0.7 0.3 0.32
N -0.570 0.782 2.124 -0.3 -1.7 0.0 -0.60
O -1.129 -1.219 -1.690 0.8 0.5 0.0 -0.50
Cl 2.469 0.804 -1.451 0.2 0.4 0.2 -0.21
```
Positions in Å, forces in eV/Å.